ORCA calculation (the ωB97M-V functional and the def2-TZVPD basis) on an isolated molecule of C21H25N3O3S in a non-equilibrium geometry.

Properties
Net charge ... 0
Electronic energy ... -43631.2202 eV
Energy above the lowest of the compared OMol25 structures with the same formula, charge and spin ... 47.9 kcal per mole
LUMO ... 0.502 eV

Geometry as XYZ:
```
53
Properties=species:S:1:pos:R:3:forces:R:3
C -0.869 -1.790 -6.015 0.09 0.03 -0.03
C -0.124 -1.689 -4.718 -0.05 -0.05 -0.01
C -0.184 -0.531 -3.952 0.06 -0.11 0.00
C 0.517 -0.427 -2.768 0.09 -0.05 0.06
C 1.300 -1.490 -2.320 -0.15 -0.21 -0.29
C 1.368 -2.653 -3.078 0.14 -0.12 0.11
C 0.660 -2.740 -4.262 -0.11 0.21 -0.02
H 0.720 -3.649 -4.844 0.00 -0.10 -0.05
H 1.967 -3.480 -2.735 0.02 -0.02 0.02
N 1.974 -1.315 -1.106 0.07 0.44 -0.02
C 2.612 -2.242 -0.354 0.07 0.16 0.02
O 2.759 -3.413 -0.638 0.02 -0.20 0.00
C 3.116 -1.682 0.963 -0.35 -0.26 0.39
H 3.290 -0.609 0.949 -0.07 0.05 0.10
H 4.022 -2.208 1.264 -0.09 -0.04 0.00
S 1.901 -2.063 2.319 -0.42 0.32 -1.44
O 2.401 -1.359 3.500 0.45 0.33 1.05
C 0.497 -0.992 1.678 0.46 -0.56 0.12
C 0.918 0.447 1.593 0.26 -0.15 0.06
O 1.403 0.890 0.554 0.07 0.08 -0.30
N 0.815 1.209 2.695 0.14 0.18 0.08
C 0.175 0.831 3.933 -0.22 -0.20 0.15
H 0.678 1.387 4.728 0.00 -0.11 -0.02
C -1.326 1.229 3.851 -0.03 -0.06 0.14
N -1.523 2.172 2.765 -0.17 0.24 0.19
C -1.885 1.693 1.502 -0.21 0.03 -0.18
C -2.781 0.625 1.376 0.01 -0.12 0.14
C -3.150 0.139 0.137 0.02 -0.05 -0.04
C -2.662 0.714 -1.023 -0.03 0.00 -0.15
C -1.822 1.807 -0.916 -0.09 -0.07 -0.05
C -1.438 2.291 0.320 0.04 0.13 0.12
H -0.772 3.138 0.341 0.11 0.05 0.06
H -1.448 2.291 -1.806 0.05 0.05 -0.08
H -2.940 0.323 -1.989 -0.03 -0.03 -0.10
H -3.833 -0.696 0.082 -0.06 -0.06 0.00
H -3.217 0.169 2.252 -0.02 0.00 0.07
C -0.525 3.217 2.860 -0.02 0.03 -0.03
H -0.775 4.038 2.189 0.05 0.02 0.07
C 0.889 2.650 2.557 0.13 0.22 -0.28
H 1.631 3.048 3.255 -0.03 0.00 -0.05
H 1.208 2.868 1.538 -0.01 0.01 0.18
H -0.565 3.602 3.883 -0.02 0.03 -0.08
H -1.944 0.348 3.701 0.03 0.06 0.04
H -1.640 1.705 4.785 0.00 -0.12 -0.02
H 0.318 -0.226 4.140 0.04 0.11 0.04
H -0.343 -1.157 2.346 0.01 -0.10 0.06
H 0.249 -1.367 0.688 -0.10 0.08 -0.03
H 1.862 -0.381 -0.705 0.08 -0.24 0.15
H 0.460 0.473 -2.174 -0.01 0.10 0.09
H -0.789 0.300 -4.286 -0.08 0.09 -0.03
H -0.236 -1.451 -6.836 -0.04 0.00 -0.11
H -1.156 -2.820 -6.218 -0.06 -0.04 -0.06
H -1.762 -1.170 -6.001 -0.08 0.01 -0.06
```
Positions in Å, forces in eV/Å.

=====

ORCA calculation (the ωB97M-V functional and the def2-TZVPD basis) on an isolated molecule of C21H25N3O3S2 in a non-equilibrium geometry.

Properties
Structure (SMILES) ... CCN(CC)S(=O)(=O)c1ccc(C(=O)NCCSc2c[nH]c3ccccc23)cc1
Net charge ... 0
Electronic energy ... -54466.9275 eV
Energy above the lowest of the compared OMol25 structures with the same formula, charge and spin ... 18.3 kcal per mole
LUMO ... 0.163 eV

Geometry as XYZ:
```
54
Properties=species:S:1:pos:R:3:forces:R:3
C 1.553 -0.307 -2.592 0.13 0.23 -0.07
C 1.908 1.137 -2.952 -0.51 -0.26 -0.22
N 2.881 1.745 -2.080 -0.30 0.75 0.76
C 4.221 1.216 -1.996 0.55 -0.03 0.10
C 5.009 1.436 -3.284 -0.23 -0.05 0.23
S 2.296 2.688 -0.854 0.04 -0.12 -0.05
O 3.419 3.283 -0.192 0.12 -0.25 0.06
O 1.277 3.536 -1.399 -0.17 -0.23 0.00
C 1.497 1.556 0.294 0.08 0.49 -0.36
C 0.149 1.699 0.552 0.02 0.23 -0.10
C -0.487 0.815 1.409 0.19 -0.16 0.20
C 0.230 -0.228 1.987 0.20 0.17 -0.27
C -0.364 -1.283 2.870 -0.24 0.25 0.07
O 0.230 -2.321 3.100 0.13 -0.24 0.05
N -1.569 -1.009 3.414 -0.15 0.20 0.14
C -2.248 -1.983 4.239 0.15 -0.39 0.03
C -2.803 -3.155 3.433 -0.25 0.43 -0.18
S -4.053 -2.632 2.206 0.18 -0.13 0.04
C -3.025 -2.027 0.909 -0.05 -0.48 0.17
C -1.961 -2.650 0.320 -0.27 0.02 0.21
N -1.446 -1.846 -0.659 0.31 -0.06 -0.25
C -2.182 -0.698 -0.736 -0.48 0.23 0.07
C -2.057 0.412 -1.561 -0.02 0.01 -0.09
C -2.951 1.445 -1.382 0.15 -0.01 -0.14
C -3.956 1.382 -0.412 -0.16 0.12 0.15
C -4.095 0.282 0.403 0.04 0.02 0.00
C -3.199 -0.774 0.247 0.35 -0.06 -0.28
C 1.594 -0.350 1.720 0.01 0.00 -0.01
C 2.234 0.547 0.886 0.06 -0.10 0.09
H 2.420 -0.955 -2.694 0.04 -0.14 0.02
H 1.190 -0.366 -1.567 -0.05 -0.06 0.07
H 0.781 -0.667 -3.268 -0.08 -0.09 -0.08
H 1.024 1.773 -2.882 -0.02 -0.12 -0.28
H 2.277 1.178 -3.981 -0.06 0.10 0.07
H 4.697 1.766 -1.184 0.13 -0.23 -0.07
H 4.209 0.146 -1.743 0.01 0.09 0.05
H 4.974 2.485 -3.562 0.03 0.11 -0.05
H 6.045 1.146 -3.130 0.10 -0.06 -0.03
H 4.603 0.843 -4.100 0.02 -0.05 -0.14
H -0.388 2.501 0.073 -0.13 0.05 -0.02
H -1.544 0.947 1.586 -0.13 0.01 -0.03
H -2.089 -0.201 3.118 0.10 -0.02 -0.02
H -3.052 -1.478 4.776 0.07 -0.03 -0.02
H -1.522 -2.380 4.956 -0.11 0.10 0.02
H -2.000 -3.669 2.910 -0.01 -0.09 0.11
H -3.314 -3.853 4.094 0.03 -0.07 0.00
H -1.516 -3.601 0.540 0.07 -0.16 0.04
H -0.647 -2.069 -1.228 -0.05 0.05 0.06
H -1.284 0.467 -2.312 0.11 0.04 -0.10
H -2.875 2.325 -2.004 0.02 0.08 -0.07
H -4.635 2.215 -0.307 -0.07 0.07 0.01
H -4.875 0.223 1.148 -0.09 0.02 0.07
H 2.131 -1.165 2.182 0.04 -0.04 0.01
H 3.292 0.473 0.690 0.17 -0.09 0.03
```
Positions in Å, forces in eV/Å.

=====

ORCA calculation (the ωB97M-V functional and the def2-TZVPD basis) on an isolated molecule of C21H25N3O4S in a non-equilibrium geometry.

Properties
Structure (SMILES) ... CC(=O)N[C@H](CC(=O)Nc1cccc(S(=O)(=O)N2CCCC2)c1)c1ccccc1
Net charge ... 0
Electronic energy ... -45657.7495 eV
Energy above the lowest of the compared OMol25 structures with the same formula, charge and spin ... 518.8 kcal per mole
LUMO ... -0.838 eV

Geometry as XYZ:
```
54
Properties=species:S:1:pos:R:3:forces:R:3
C 1.639 5.221 4.610 0.65 1.65 -5.12
C 0.681 4.414 3.598 8.97 2.95 5.57
O -0.410 4.602 3.492 -11.70 2.35 -0.86
N 1.305 3.506 2.964 -2.48 -1.29 0.19
C 0.560 2.724 2.138 -0.48 -2.49 -1.92
C -0.446 1.759 2.866 7.69 -5.00 -2.35
C -0.752 0.680 1.640 2.85 6.92 10.83
O -1.570 0.937 0.955 -9.21 3.39 -10.10
N -0.231 -0.393 1.886 5.12 -11.65 1.03
C -0.126 -1.554 1.158 -2.73 4.14 -11.66
C 0.091 -2.892 1.413 -0.85 0.92 1.59
C 0.112 -3.919 0.602 1.16 4.08 -8.47
C 0.208 -3.453 -1.096 -0.21 -2.27 10.86
C -0.199 -2.294 -1.375 -1.98 7.04 4.27
S -0.308 -1.825 -2.926 1.95 -4.57 -10.82
O 0.439 -0.681 -3.232 1.94 3.24 1.05
O 0.203 -3.014 -3.841 -2.65 3.24 3.85
N -1.826 -1.354 -3.530 0.31 -4.49 2.74
C -2.779 -2.548 -3.153 -3.94 6.03 -2.52
C -3.252 -2.215 -1.804 -14.70 6.27 -11.18
C -3.280 -0.569 -1.774 -4.58 -2.52 7.31
C -2.342 -0.298 -2.709 -0.62 5.27 -9.82
C -0.472 -1.151 -0.402 2.66 -8.94 5.15
C 1.458 1.838 1.446 7.07 -2.30 -8.83
C 1.505 1.825 -0.190 -4.03 1.16 5.12
C 2.297 0.954 -0.881 0.02 1.24 6.40
C 3.139 0.090 -0.239 4.48 -0.69 3.84
C 3.554 0.157 1.217 -7.60 5.73 -5.25
C 2.700 1.163 1.893 -2.58 -1.03 -2.96
H 1.150 6.048 5.086 -0.44 0.22 0.12
H 2.442 5.733 3.766 -1.71 -1.44 2.84
H 2.071 4.575 5.305 1.10 -0.94 0.94
H 2.207 3.542 2.963 6.66 -0.29 -0.32
H 0.118 3.336 1.338 -0.75 -0.25 0.46
H -1.118 2.396 3.017 -6.66 4.13 2.14
H 0.170 1.328 3.769 -1.56 0.76 -1.54
H 0.023 -0.742 2.732 1.11 1.04 3.92
H -0.047 -3.088 2.396 0.14 -1.01 3.50
H 0.152 -4.924 0.644 0.15 -3.05 1.15
H 0.178 -4.217 -1.656 0.51 -5.33 -4.52
H -3.670 -2.435 -3.935 2.02 -0.72 1.58
H -2.350 -3.419 -3.104 2.69 -4.85 -0.92
H -2.806 -2.426 -1.122 9.79 -5.20 13.88
H -4.495 -2.612 -1.520 3.82 0.98 -1.09
H -2.796 -0.211 -0.709 -1.96 -0.91 -2.19
H -4.432 -0.230 -1.889 3.07 -0.37 0.16
H -2.970 0.309 -3.708 1.16 -1.27 2.46
H -1.691 0.516 -2.660 1.65 0.80 0.96
H -0.267 -0.263 -0.784 0.15 4.26 -1.17
H 0.527 2.338 -0.599 2.34 -0.88 0.17
H 2.042 0.744 -1.771 -1.26 -1.06 -6.90
H 3.817 -0.498 -0.859 -0.60 -0.41 0.05
H 4.170 -0.466 1.681 2.71 -2.32 1.79
H 2.530 1.241 2.874 1.30 -0.30 4.57
```
Positions in Å, forces in eV/Å.

=====

ORCA calculation (the ωB97M-V functional and the def2-TZVPD basis) on an isolated molecule of C21H25N3O5S in a non-equilibrium geometry.

Properties
Structure (SMILES) ... CN(c1ccc(C(=O)N2CCN(Cc3ccc4c(c3)OCO4)CC2)cc1)S(C)(=O)=O
Net charge ... 0
Electronic energy ... -47724.9967 eV
Energy above the lowest of the compared OMol25 structures with the same formula, charge and spin ... 80.3 kcal per mole
LUMO ... 0.627 eV

Geometry as XYZ:
```
55
Properties=species:S:1:pos:R:3:forces:R:3
C -6.276 2.273 0.473 -0.24 0.41 0.15
N -6.069 0.958 -0.084 -1.02 -0.27 -0.24
C -4.826 0.340 0.039 0.64 -0.49 -0.07
C -4.594 -0.907 -0.546 0.15 -0.08 -0.06
C -3.369 -1.532 -0.414 0.15 0.12 0.15
C -2.331 -0.927 0.285 -0.23 0.03 0.20
C -1.039 -1.655 0.502 -0.14 -0.03 -0.05
O -0.959 -2.574 1.298 -0.12 -0.16 0.17
N 0.012 -1.241 -0.239 0.23 0.01 -0.12
C 0.014 -0.151 -1.181 -0.04 0.50 -0.11
C 0.977 0.939 -0.704 -0.14 -0.13 -0.26
N 2.302 0.372 -0.549 -0.04 0.13 0.08
C 3.306 1.376 -0.238 -0.05 0.02 -0.10
C 4.695 0.806 -0.356 0.06 -0.01 -0.05
C 5.028 0.050 -1.471 -0.08 0.11 0.09
C 6.296 -0.498 -1.638 0.36 -0.03 0.14
C 7.217 -0.253 -0.649 -0.25 0.35 0.45
C 6.891 0.507 0.474 0.08 -0.31 -0.53
C 5.639 1.043 0.646 0.26 -0.06 0.02
O 7.983 0.594 1.298 -0.47 0.19 0.06
C 9.008 -0.135 0.657 1.18 -0.16 0.44
O 8.522 -0.662 -0.558 -0.33 -0.10 -0.36
C 2.277 -0.693 0.439 -0.04 -0.28 -0.16
C 1.329 -1.797 -0.024 0.26 -0.14 0.41
C -2.553 0.318 0.857 0.07 -0.25 -0.12
C -3.780 0.946 0.739 -0.25 0.13 -0.01
S -7.458 0.035 -0.333 -0.12 -0.29 0.46
C -7.486 -1.087 1.090 0.08 0.58 -0.70
O -7.334 -0.735 -1.531 0.25 -0.15 0.01
O -8.574 0.924 -0.232 0.00 0.14 0.25
H -6.128 2.288 1.558 0.04 0.04 -0.01
H -7.303 2.549 0.252 0.17 0.21 0.09
H -5.603 2.990 0.002 0.02 -0.05 0.02
H -5.373 -1.377 -1.120 0.06 -0.09 -0.07
H -3.213 -2.501 -0.862 -0.01 -0.12 -0.05
H -0.993 0.249 -1.298 0.14 -0.05 -0.04
H 0.367 -0.529 -2.148 -0.06 0.07 0.02
H 1.019 1.736 -1.450 -0.01 0.02 0.03
H 0.600 1.369 0.244 0.00 0.01 -0.03
H 3.161 1.803 0.769 0.00 0.02 -0.06
H 3.194 2.188 -0.965 -0.06 0.01 0.11
H 4.271 -0.120 -2.219 -0.10 -0.04 -0.09
H 6.550 -1.087 -2.503 0.03 -0.08 -0.13
H 5.401 1.624 1.522 -0.07 0.08 0.14
H 9.863 0.530 0.456 -0.25 -0.11 0.00
H 9.338 -0.959 1.311 -0.16 0.16 -0.16
H 3.287 -1.094 0.542 -0.05 -0.02 0.06
H 1.945 -0.319 1.425 0.03 -0.01 -0.02
H 1.245 -2.581 0.729 0.04 0.07 -0.13
H 1.698 -2.223 -0.963 0.00 0.00 0.05
H -1.764 0.802 1.413 0.08 0.06 0.05
H -3.911 1.910 1.201 -0.05 0.10 0.05
H -7.666 -0.488 1.972 0.00 0.12 0.16
H -6.537 -1.604 1.147 0.15 -0.10 0.01
H -8.295 -1.788 0.933 -0.15 -0.07 -0.11
```
Positions in Å, forces in eV/Å.